Entry 1:
This record from OMol25 describes a molecular structure, C15H26AsIrN2O7S2. The level of theory is the ωB97M-V functional and the def2-TZVPD basis.

Each line ends with the natural charge from an NBO analysis.
Positions of all 54 atoms, in Å:
1 Ir -0.07 0.44 -0.45  0.26
2 As 0.92 -2.14 1.78  1.45
3 S 1.68 -0.50 0.67  -0.44
4 S -1.29 2.88 -1.71  2.43
5 O 2.04 0.34 -2.48  -0.55
6 O -2.34 3.72 -2.18  -0.92
7 O -3.59 -0.86 -0.97  -0.65
8 O 2.66 -1.38 -3.81  -0.69
9 O -0.91 3.29 -0.30  -0.71
10 O -1.56 1.43 -1.73  -0.98
11 O -2.26 -1.73 0.56  -0.58
12 N -0.26 -1.16 -1.71  -0.36
13 N -0.45 2.10 0.67  -0.40
14 C 0.27 -2.61 -3.55  -0.19
15 C -0.46 -1.74 3.06  -0.97
16 C -1.00 3.88 2.28  -0.61
17 C 2.42 -2.83 2.79  -0.97
18 C 0.02 2.82 1.83  0.07
19 C 0.58 -1.57 -2.69  0.07
20 C 0.11 1.78 2.93  -0.60
21 C 1.39 3.48 1.61  -0.63
22 C -1.48 -1.70 -1.70  0.07
23 C 0.34 -3.68 0.77  -0.97
24 C -1.91 -2.66 -2.61  -0.21
25 C -1.00 -3.17 -3.52  -0.18
26 C 0.16 3.16 -2.66  -0.90
27 C -2.43 -1.39 -0.57  0.79
28 C 1.83 -0.75 -2.94  0.77
29 H -1.21 -1.14 2.56  0.29
30 H -0.05 2.88 -3.69  0.24
31 H 1.11 -3.94 0.04  0.24
32 H 0.40 4.22 -2.59  0.25
33 H 1.01 -2.93 -4.27  0.25
34 H -0.90 -2.68 3.41  0.24
35 H -1.28 -3.96 -4.21  0.23
36 H 2.15 -3.74 3.32  0.23
37 H -1.99 3.44 2.33  0.22
38 H 0.19 -4.51 1.46  0.24
39 H 1.34 4.17 0.76  0.21
40 H 3.23 -3.03 2.10  0.25
41 H 0.79 0.98 2.66  0.22
42 H -1.03 4.72 1.59  0.22
43 H -2.92 -3.05 -2.53  0.24
44 H -3.52 -0.51 -1.87  0.50
45 H -0.01 -1.20 3.88  0.24
46 H 0.96 2.53 -2.25  0.28
47 H -0.60 -3.45 0.27  0.26
48 H 0.49 2.26 3.83  0.21
49 H 1.72 4.04 2.49  0.20
50 H 2.14 2.71 1.38  0.21
51 H -0.87 1.36 3.14  0.21
52 H 2.73 -2.07 3.51  0.25
53 H -0.73 4.26 3.27  0.20
54 H 3.41 -0.79 -3.94  0.51

The calculation puts the relative energy (zero: lowest compared OMol25 entry of this formula, charge and spin) at 48.6 kcal per mole. For the LUMO energy, the calculation gives -0.50 eV. The highest occupied orbital energy is -5.9 eV.

Entry 2:
This record from OMol25 describes a molecular structure, C15H26Cl10I2O4S at a distorted geometry. The level of theory is the ωB97M-V functional and the def2-TZVPD basis.

Each line ends with the natural charge from an NBO analysis.
Positions of all 58 atoms, in Å:
1 I -1.28 1.07 0.96  0.18
2 I -0.70 -3.38 -1.77  0.17
3 Cl -3.07 6.79 2.84  -0.05
4 Cl -3.51 4.44 -6.52  -0.06
5 Cl 1.08 -6.51 -2.20  -0.06
6 Cl 5.62 -5.54 4.27  -0.07
7 Cl 3.37 -4.04 -2.76  -0.06
8 Cl -5.63 2.51 -0.62  -0.07
9 Cl -3.10 2.52 -2.91  -0.06
10 Cl 5.66 -4.74 7.59  -0.07
11 Cl -0.63 3.23 -5.17  -0.05
12 Cl -1.44 3.93 1.93  -0.05
13 S 1.84 -1.23 2.83  2.38
14 O 1.83 -0.01 3.71  -0.84
15 O 2.87 -1.15 1.50  -0.66
16 O 2.01 -2.40 3.75  -0.89
17 O 0.41 -1.60 2.04  -0.64
18 C -3.40 5.14 3.42  -0.39
19 C 2.09 -1.01 0.25  -0.10
20 C 0.73 -1.75 0.62  -0.01
21 C -2.71 -0.65 -1.35  -0.68
22 C -0.49 -1.71 -0.37  -0.23
23 C 4.56 -4.38 5.11  -0.39
24 C 5.27 -3.66 6.23  -0.39
25 C 3.35 -5.19 -1.40  -0.39
26 C -4.23 3.61 -0.66  -0.39
27 C -1.86 4.72 -7.11  -0.39
28 C 2.82 -6.55 -1.81  -0.39
29 C -1.43 -0.67 -0.37  -0.13
30 C -3.80 3.93 -2.08  -0.39
31 C -2.14 4.31 3.53  -0.39
32 C -0.97 3.51 -6.89  -0.39
33 H 4.38 -5.28 -1.05  0.23
34 H -4.63 4.30 -2.68  0.23
35 H 2.08 0.11 0.07  0.22
36 H 6.20 -3.20 5.89  0.22
37 H -3.50 -0.05 -0.79  0.24
38 H -4.12 4.68 2.75  0.22
39 H -3.12 -1.72 -1.45  0.24
40 H -1.37 4.82 4.11  0.23
41 H -4.53 4.53 -0.15  0.22
42 H -3.86 5.24 4.41  0.23
43 H 4.63 -2.87 6.63  0.23
44 H 4.23 -3.66 4.36  0.24
45 H 2.78 -1.53 -0.50  0.24
46 H 2.75 -4.75 -0.60  0.22
47 H -1.41 2.60 -7.31  0.22
48 H -2.45 -0.22 -2.36  0.25
49 H 2.94 -7.25 -0.98  0.23
50 H -3.42 3.15 -0.09  0.23
51 H 1.04 -2.85 0.58  0.21
52 H -2.36 3.36 4.01  0.23
53 H -1.46 5.60 -6.61  0.22
54 H 0.00 3.67 -7.38  0.22
55 H -3.02 4.70 -2.06  0.23
56 H 3.68 -4.92 5.47  0.23
57 H -1.93 4.93 -8.18  0.22
58 H 3.35 -6.94 -2.67  0.23

For the LUMO energy, the calculation gives -0.35 eV. The highest occupied orbital energy is -9.1 eV.

Entry 3:
This record from OMol25 describes a molecular structure, C15H26ClEuINO7 at a distorted geometry. The level of theory is the ωB97M-V functional and the def2-TZVPD basis.

Each line ends with the natural charge from an NBO analysis.
Positions of all 52 atoms, in Å:
1 Eu 0.75 2.92 4.21  1.78
2 I 0.80 1.65 -3.96  0.11
3 Cl -2.49 1.07 -2.09  -0.01
4 O -3.17 -4.43 -4.32  -0.53
5 O -1.68 -1.04 1.20  -0.74
6 O -3.61 1.08 1.53  -0.70
7 O -1.49 1.73 0.22  -0.56
8 O 0.11 3.21 0.65  -0.80
9 O -4.71 0.73 -0.26  -0.66
10 O -2.67 -3.29 -2.52  -0.51
11 N -2.49 -1.65 -0.98  -0.62
12 C -2.32 -4.07 -3.57  0.80
13 C 1.78 1.51 2.01  -0.32
14 C 1.91 3.58 -1.89  -0.64
15 C -1.73 -0.73 -0.18  0.22
16 C -1.71 -2.53 -1.82  0.11
17 C 0.39 1.07 1.54  -0.49
18 C 0.72 1.49 -0.96  -0.52
19 C 2.04 -1.50 3.67  -0.62
20 C 2.85 0.42 2.17  -0.42
21 C -2.26 0.73 -0.37  0.14
22 C -3.62 0.88 0.35  0.68
23 C -0.08 1.83 0.30  0.64
24 C -0.88 -4.49 -3.65  -0.74
25 C 2.89 -0.25 3.55  -0.36
26 C 0.74 2.59 -2.02  -0.30
27 H 1.58 1.91 2.99  -0.05
28 H 2.36 3.82 -2.85  0.24
29 H 2.35 -2.22 2.91  0.23
30 H 1.75 1.32 -0.63  0.20
31 H 2.13 -1.97 4.64  0.23
32 H -2.52 -1.39 1.50  0.50
33 H -0.20 3.14 -2.01  0.23
34 H -0.69 -0.76 -0.50  0.15
35 H 2.69 3.16 -1.26  0.19
36 H -0.69 3.67 0.37  0.52
37 H -0.75 -5.06 -4.57  0.25
38 H 0.98 -1.28 3.48  0.20
39 H 2.16 2.31 1.39  0.27
40 H -3.12 -2.20 -0.41  0.38
41 H 2.68 -0.32 1.39  0.24
42 H 1.57 4.50 -1.43  0.22
43 H -1.03 -3.19 -1.26  0.14
44 H 0.34 -0.01 1.44  0.28
45 H 0.38 0.56 -1.40  0.26
46 H -0.39 1.31 2.28  0.19
47 H -1.13 -1.91 -2.50  0.17
48 H 2.56 0.48 4.30  0.11
49 H -0.19 -3.65 -3.64  0.22
50 H 3.93 -0.48 3.79  0.24
51 H 3.82 0.87 1.96  0.23
52 H -0.65 -5.12 -2.79  0.24

As for the net charge: +1. The spin multiplicity is 8. For the LUMO energy (spin up / spin down), the calculation gives -7.01 / -6.70 eV. The highest occupied orbital energy (spin up / spin down) is -9.3 / -9.0 eV.

Entry 4:
This record from OMol25 describes 2 unconnected molecules or ions with the total composition C15H26ClFNO9S. The level of theory is the ωB97M-V functional and the def2-TZVPD basis.

Each line ends with the natural charge from an NBO analysis.
Positions of all 54 atoms, in Å:
1 Cl -0.22 0.40 2.26  -0.07
2 S 1.26 5.59 2.34  2.55
3 F -0.90 -0.72 -4.00  -0.40
4 O 1.82 7.10 2.40  -0.69
5 O -0.15 5.65 2.23  -0.89
6 O 1.90 5.22 0.93  -0.68
7 O -0.99 -3.96 0.59  -0.54
8 O 2.26 -0.73 -1.45  -0.78
9 O 1.89 4.82 3.35  -0.89
10 O 2.16 -1.23 0.75  -0.75
11 O -5.28 -1.73 -0.73  -0.56
12 O -4.42 -3.57 0.23  -0.75
13 N -0.64 -1.68 0.24  -0.49
14 C 0.12 -0.57 -0.35  0.03
15 C -0.07 0.72 0.51  -0.15
16 C 0.01 -6.12 -0.03  -0.65
17 C -4.31 -2.40 -0.52  0.81
18 C 2.86 7.27 1.44  -0.10
19 C 2.15 1.91 1.25  -0.62
20 C -0.35 -0.16 -1.76  -0.47
21 C -1.15 -5.12 -0.18  -0.05
22 C -0.09 -3.01 0.03  0.10
23 C -2.08 -1.57 0.29  -0.20
24 C 2.44 6.38 0.29  -0.10
25 C 1.69 -0.90 -0.35  0.76
26 C 1.01 1.79 0.23  -0.44
27 C -0.23 -1.20 -2.85  0.05
28 C -2.91 -2.07 -0.94  -0.55
29 H 0.81 -1.37 -3.12  0.21
30 H 3.27 6.07 -0.34  0.21
31 H -2.45 -2.95 -1.37  0.22
32 H -0.34 -7.09 0.33  0.20
33 H 0.87 -3.05 0.55  0.22
34 H 1.66 6.85 -0.32  0.19
35 H -1.04 1.14 0.25  0.19
36 H -1.29 -4.86 -1.24  0.15
37 H -0.72 -2.14 -2.60  0.14
38 H 3.81 6.94 1.88  0.19
39 H 0.55 -6.27 -0.96  0.20
40 H 2.43 0.93 1.64  0.26
41 H 0.70 -5.73 0.72  0.23
42 H 0.10 -3.25 -1.03  0.12
43 H -4.85 -4.25 -0.29  0.49
44 H -2.99 -1.29 -1.70  0.23
45 H 0.20 0.71 -2.09  0.23
46 H 3.02 2.35 0.75  0.19
47 H -2.09 -5.57 0.16  0.18
48 H 1.44 1.59 -0.75  0.23
49 H 2.92 8.32 1.18  0.21
50 H 1.88 2.58 2.07  0.20
51 H -2.34 -0.53 0.46  0.21
52 H 0.50 2.76 0.16  0.19
53 H -1.41 0.14 -1.71  0.19
54 H -2.43 -2.12 1.16  0.22

As for the net charge: -1. For the LUMO energy, the calculation gives 2.07 eV. The highest occupied orbital energy is -5.0 eV.

| no. | molar mass (Da) |
| --- | --- |
| 1 | 677.65 |
| 2 | 910.77 |
| 3 | 646.69 |
| 4 | 450.89 |